No. 1
Entry from the Open Molecules 2025 dataset: C2H4LiO2Ru as an isolated structure in a non-equilibrium geometry (the ωB97M-V functional and the def2-TZVPD basis).

- Energy above the lowest of the compared OMol25 structures with the same formula, charge and spin: 29.81 kcal/mol
- <S²>: 12.0164
- LUMO energy (alpha / beta): -15.692 / -19.362 eV
- Spin multiplicity: 7
- Charge: +3
- E_HOMO (alpha / beta): -25.94 / -26.89 eV

Cartesian coordinates (Å):
O -0.59 -1.48 0.56
C 1.74 -0.78 -0.26
C 2.06 0.66 -0.29
O 0.63 0.46 -0.22
Ru -0.47 0.27 1.34
Li -1.72 -1.78 -0.97
H 1.90 -1.31 -1.20
H 2.22 -1.35 0.54
H 2.29 1.09 -1.27
H 2.49 1.11 0.61

=====

No. 2
Entry from the Open Molecules 2025 dataset: a 9-piece molecular cluster, C9H27N9O18 overall (the ωB97M-V functional and the def2-TZVPD basis).

- Energy above the lowest of the compared OMol25 structures with the same formula, charge and spin: 5.32 kcal/mol
- LUMO energy: -0.658 eV
- Spin multiplicity: 1
- E_HOMO: -10.63 eV

Cartesian coordinates (Å):
C 2.92 -2.84 4.90
N 2.61 -1.39 4.96
O 2.38 -0.92 6.03
O 2.62 -0.76 3.91
H 4.00 -2.96 4.84
H 2.49 -3.29 4.02
H 2.57 -3.29 5.82
C -0.73 0.80 1.73
N -0.37 1.15 0.32
O 0.49 0.49 -0.22
O -1.01 2.03 -0.22
H -1.40 -0.05 1.65
H -1.20 1.69 2.13
H 0.17 0.54 2.27
C 0.07 -4.43 0.77
N -0.65 -3.23 1.26
O -1.78 -3.37 1.68
O -0.05 -2.18 1.20
H 1.05 -4.41 1.25
H 0.20 -4.34 -0.30
H -0.49 -5.29 1.09
C 0.49 -2.22 -4.42
N 0.17 -2.00 -2.98
O -0.31 -0.93 -2.67
O 0.40 -2.91 -2.22
H 1.57 -2.26 -4.52
H 0.14 -1.36 -4.97
H -0.01 -3.12 -4.74
C -2.09 4.77 -1.12
N -2.51 6.18 -1.27
O -3.56 6.39 -1.84
O -1.77 7.03 -0.81
H -1.51 4.65 -0.21
H -1.53 4.46 -1.99
H -2.99 4.16 -1.07
C 3.33 -1.26 0.39
N 4.01 -2.08 1.43
O 3.45 -3.05 1.88
O 5.11 -1.71 1.78
H 2.95 -0.39 0.92
H 2.59 -1.85 -0.11
H 4.13 -0.95 -0.27
C 1.64 1.97 -2.87
N 1.35 2.80 -4.09
O 1.59 3.97 -4.04
O 0.87 2.23 -5.06
H 1.03 2.40 -2.08
H 2.69 2.10 -2.64
H 1.41 0.95 -3.11
C -2.21 -1.32 4.28
N -3.00 -0.10 4.01
O -3.78 -0.15 3.09
O -2.81 0.88 4.71
H -1.89 -1.32 5.31
H -1.36 -1.32 3.60
H -2.83 -2.17 4.03
C -2.03 1.78 -3.71
N -3.47 2.15 -3.58
O -4.26 1.25 -3.55
O -3.73 3.34 -3.51
H -1.87 0.97 -3.00
H -1.47 2.65 -3.41
H -1.85 1.45 -4.72

=====

No. 3
Entry from the Open Molecules 2025 dataset: a 2-piece molecular cluster, CF2O3S overall in a non-equilibrium geometry (the ωB97M-V functional and the def2-TZVPD basis).

- Energy above the lowest of the compared OMol25 structures with the same formula, charge and spin: 17.88 kcal/mol
- LUMO energy: -0.702 eV
- Spin multiplicity: 1
- E_HOMO: -11.61 eV

Cartesian coordinates (Å):
C 1.50 0.06 -0.12
O 0.44 -0.14 -0.54
O -2.44 1.04 -0.25
O -1.60 -0.99 0.83
F 2.46 -0.75 -0.21
F 1.85 1.13 0.60
S -2.21 -0.36 -0.31

=====

- spin multiplicity of number 1 (C2H4LiO2Ru)?
  7

=====

- Number 1 is which compound?
  C2H4LiO2Ru